[1]
This record from OMol25 describes a cluster of 3 separate species, C27H24Cl4F3IN4O6S2 in total. The level of theory is ωB97M-V/def2-TZVPD.

Structure (ORCA input):
```
! wB97M-V def2-TZVPD RIJCOSX def2/J DEFGRID3
* xyz 0 1
C 0.02 -4.42 0.20
C 0.53 -3.05 -0.27
I 0.34 -2.97 -2.43
C -0.20 -1.87 0.45
C -0.66 -0.75 -0.44
C -1.96 -0.62 -0.95
C -2.99 -1.63 -0.50
C -3.48 -1.40 0.94
C -4.30 -0.13 1.13
O -3.94 0.90 0.65
N -5.46 -0.17 1.97
C -6.66 -0.72 1.40
C -6.71 -1.47 0.23
C -7.92 -1.96 -0.22
C -9.09 -1.73 0.47
C -9.05 -0.96 1.62
C -7.84 -0.46 2.07
C -2.27 0.42 -1.85
S -3.89 0.54 -2.60
O -4.16 1.86 -3.07
O -4.91 -0.10 -1.84
C -3.65 -0.52 -4.12
F -4.42 -0.07 -5.09
F -4.03 -1.77 -3.82
F -2.38 -0.56 -4.50
C -1.30 1.37 -2.23
N -1.53 2.42 -3.15
C -1.80 3.53 -2.74
S -2.23 4.92 -2.23
C -0.05 1.25 -1.67
C 0.25 0.21 -0.81
C 1.69 0.36 -0.43
O 2.50 -0.45 -0.12
N 2.01 1.80 -0.63
O 1.19 2.43 0.44
C 1.99 3.03 1.26
N 2.67 3.63 1.96
C 1.16 2.10 -1.84
O 1.50 2.82 -2.71
H 0.71 -4.87 0.91
H -0.14 -5.11 -0.62
H -0.94 -4.33 0.71
H 1.59 -2.97 -0.09
H -1.00 -2.31 1.02
H 0.54 -1.44 1.13
H -3.82 -1.71 -1.19
H -2.49 -2.60 -0.51
H -4.06 -2.27 1.25
H -2.65 -1.32 1.65
H -5.21 -0.74 2.78
H -5.81 -1.66 -0.34
H -7.95 -2.56 -1.12
H -10.03 -2.13 0.13
H -9.94 -0.74 2.20
H -7.81 0.15 2.97
Cl 6.66 2.71 -1.21
C 5.97 2.70 0.43
C 7.03 2.64 1.49
Cl 7.87 1.06 1.51
H 5.28 1.86 0.50
H 5.40 3.63 0.54
H 6.57 2.76 2.47
H 7.78 3.41 1.36
Cl 14.35 0.92 2.29
C 12.61 0.53 2.46
C 11.73 1.57 1.81
Cl 11.78 3.13 2.67
H 12.39 0.43 3.51
H 12.45 -0.43 1.97
H 10.70 1.23 1.82
H 12.02 1.75 0.78
*
```

Values from the calculation:
Frontier orbital gap in eV: 7.417
F_max in eV Å⁻¹: 0.906
Total energy in Ha: -4948.0252

Atom charges from the Mulliken analysis, given in e for atoms 1 to 4: C -1.149; C -0.618; I 0.048; C -1.285



[2]
This record from OMol25 describes a structure of composition C27H24ClNO2PRh at a distorted geometry. The level of theory is ωB97M-V/def2-TZVPD.

Structure (ORCA input):
```
! wB97M-V def2-TZVPD RIJCOSX def2/J DEFGRID3
* xyz 0 5
C -0.86 -1.86 3.40
C -0.79 -2.19 2.02
C 0.59 -2.40 1.66
H -1.66 -2.24 1.37
C 1.36 -2.27 2.87
C 0.47 -1.92 3.93
H 0.76 -1.74 4.96
H -1.78 -1.63 3.94
H 0.99 -2.66 0.68
H 2.44 -2.39 2.96
Rh 0.32 -0.58 2.47
Cl 2.08 0.62 1.24
P 0.35 -0.21 -0.82
C 1.44 -1.29 -1.85
C 0.99 -1.93 -3.02
H -0.06 -1.89 -3.30
C 1.88 -2.62 -3.84
H 1.51 -3.10 -4.75
C 3.24 -2.70 -3.50
H 3.93 -3.24 -4.14
C 3.69 -2.09 -2.32
H 4.74 -2.16 -2.05
C 2.80 -1.40 -1.50
H 3.16 -0.91 -0.59
C -1.29 -0.61 -1.58
C -1.92 -1.81 -1.18
H -1.44 -2.46 -0.46
C -3.14 -2.18 -1.73
H -3.64 -3.09 -1.37
C -3.73 -1.41 -2.73
H -4.68 -1.71 -3.17
C -3.09 -0.24 -3.16
H -3.53 0.36 -3.96
C -1.89 0.17 -2.58
H -1.42 1.09 -2.91
C 0.68 1.41 -1.65
C 1.32 1.54 -2.89
H 1.71 0.66 -3.40
C 1.41 2.80 -3.49
H 1.87 2.88 -4.48
C 0.92 3.93 -2.84
H 0.99 4.91 -3.32
C 0.31 3.80 -1.59
H -0.07 4.68 -1.07
C 0.18 2.55 -1.00
H -0.32 2.45 -0.04
O -0.68 2.45 2.02
C -0.69 2.25 3.22
C -1.08 3.23 4.33
C -1.29 2.36 5.55
C -0.74 0.98 5.17
O -0.64 0.02 5.93
N -0.39 1.04 3.82
H -0.25 3.92 4.51
H -1.95 3.80 4.01
H -0.74 2.73 6.42
H -2.36 2.28 5.81
*
```

Values from the calculation:
Frontier orbital gap (spin up / spin down) in eV: 6.045 / 5.818
Expectation value of S²: 6.01
F_max in eV Å⁻¹: 12.902
Total energy in Ha: -2160.4385

Atom charges from the Mulliken analysis, given in e for atoms 1 to 4: C -1.110; C 0.374; C -1.144; H 0.225



[3]
This record from OMol25 describes a structure of composition C27H24IN5O2SeW. The level of theory is ωB97M-V/def2-TZVPD.

Structure (ORCA input):
```
! wB97M-V def2-TZVPD RIJCOSX def2/J DEFGRID3
* xyz 2 3
W -0.07 0.43 0.29
C 0.93 2.72 -1.48
C 1.25 1.80 -2.64
C 1.65 0.37 -2.37
C 2.75 -0.16 -3.03
C 2.97 -1.53 -3.00
C 2.06 -2.34 -2.35
C 1.02 -1.74 -1.67
N 0.83 -0.41 -1.64
N -0.33 2.34 -0.77
C -1.51 2.30 -1.69
C -2.07 0.92 -1.92
C -2.95 0.65 -2.96
C -3.53 -0.60 -3.04
C -3.22 -1.56 -2.09
C -2.32 -1.25 -1.10
N -1.76 -0.03 -1.02
C -0.63 3.36 0.29
C -1.72 2.81 1.17
C -2.55 3.59 1.95
C -3.47 2.96 2.77
C -3.56 1.57 2.77
C -2.71 0.86 1.95
N -1.81 1.47 1.17
H 0.81 3.74 -1.86
H 1.72 2.74 -0.73
H 2.03 2.27 -3.24
H 0.38 1.75 -3.31
H 3.40 0.50 -3.59
H 3.83 -1.95 -3.51
H 2.16 -3.42 -2.34
H 0.33 -2.34 -1.09
H -1.27 2.79 -2.63
H -2.31 2.89 -1.24
H -3.18 1.43 -3.68
H -4.22 -0.82 -3.84
H -3.66 -2.55 -2.12
H -2.02 -1.96 -0.34
H -0.93 4.30 -0.18
H 0.28 3.54 0.87
H -2.46 4.67 1.92
H -4.12 3.54 3.40
H -4.26 1.05 3.40
H -2.72 -0.23 1.93
I 4.43 -6.09 4.07
C 3.39 -4.57 3.15
C 2.01 -4.67 3.00
C 1.31 -3.64 2.39
C 2.00 -2.52 1.92
C 3.38 -2.42 2.08
C 4.08 -3.44 2.70
C 1.27 -1.45 1.28
O 1.82 -0.46 0.70
O -0.03 -1.43 1.22
H 1.48 -5.54 3.36
H 0.24 -3.70 2.28
H 3.91 -1.54 1.72
H 5.15 -3.37 2.83
Se 1.16 1.64 4.79
C 0.82 1.44 3.12
N 0.57 1.30 1.96
*
```

Values from the calculation:
Relative energy (zero: lowest compared OMol25 entry of this formula, charge and spin) in kJ/mol: 52.5
Frontier orbital gap (spin up / spin down) in eV: 6.837 / 6.617
Expectation value of S²: 2.01
F_max in eV Å⁻¹: 0.475
Total energy in Ha: -4233.3493

Atom charges from the Mulliken analysis, given in e for atoms 1 to 4: W 1.919; C -0.944; C -1.155; C 0.806



[4]
This record from OMol25 describes a structure of composition C27H24N3O2RuSe2. The level of theory is ωB97M-V/def2-TZVPD.

Structure (ORCA input):
```
! wB97M-V def2-TZVPD RIJCOSX def2/J DEFGRID3
* xyz 0 2
Ru -0.91 0.69 0.32
Se -2.71 1.31 1.78
Se -4.22 -0.54 -0.02
C -2.77 -1.77 0.07
C -3.10 -3.13 -0.01
C -2.11 -4.08 0.09
C -0.80 -3.67 0.31
C -0.55 -2.32 0.39
N -1.50 -1.37 0.22
C -2.02 3.01 1.30
C -2.43 4.28 1.67
C -1.64 5.34 1.27
C -0.49 5.11 0.54
C -0.15 3.81 0.21
N -0.92 2.78 0.58
H -4.14 -3.41 -0.12
H -2.35 -5.13 0.02
H 0.00 -4.37 0.44
H 0.44 -1.96 0.62
H -3.33 4.41 2.25
H -1.93 6.35 1.54
H 0.15 5.92 0.23
H 0.74 3.58 -0.35
C 1.15 1.06 0.40
C 1.96 -0.17 0.33
C 2.13 -0.82 -0.89
C 2.80 -2.03 -0.97
C 3.33 -2.59 0.18
C 3.21 -1.93 1.41
C 2.54 -0.73 1.47
C 4.00 -3.87 0.12
N 4.52 -4.89 0.07
H 1.21 1.63 -0.53
H 1.33 1.68 1.27
H 1.72 -0.38 -1.79
H 2.92 -2.53 -1.92
H 3.64 -2.37 2.30
H 2.44 -0.21 2.42
C 0.22 -0.14 4.59
C -0.04 0.61 3.29
O 0.00 1.84 3.27
O -0.25 -0.16 2.27
H 0.02 0.50 5.44
H 1.28 -0.44 4.62
H -0.38 -1.05 4.63
C -1.60 1.20 -1.57
C -0.71 0.53 -2.56
C -0.87 -0.83 -2.88
C -0.05 -1.44 -3.81
C 0.95 -0.72 -4.45
C 1.12 0.62 -4.15
C 0.30 1.24 -3.21
H -2.63 0.87 -1.69
H -1.58 2.28 -1.71
H -1.67 -1.39 -2.41
H -0.20 -2.49 -4.05
H 1.59 -1.20 -5.18
H 1.89 1.20 -4.65
H 0.43 2.29 -2.99
*
```

Values from the calculation:
Relative energy (zero: lowest compared OMol25 entry of this formula, charge and spin) in kJ/mol: 5.9
Frontier orbital gap (spin up / spin down) in eV: 6.262 / 6.302
Expectation value of S²: 0.77
F_max in eV Å⁻¹: 0.354
Total energy in Ha: -6255.7356

Atom charges from the Mulliken analysis, given in e for atoms 1 to 4: Ru 0.254; Se -0.138; Se -0.101; C -0.209



[5]
This record from OMol25 describes the ion C27H24N3O2S with charge +1. The level of theory is ωB97M-V/def2-TZVPD.

Structure (ORCA input):
```
! wB97M-V def2-TZVPD RIJCOSX def2/J DEFGRID3
* xyz 1 1
C -8.11 -1.96 0.29
O -7.59 -0.76 -0.25
C -6.29 -0.47 -0.08
C -5.85 0.73 -0.65
C -4.54 1.12 -0.54
C -3.61 0.33 0.15
C -2.22 0.71 0.29
C -1.38 0.48 1.35
N -0.14 0.97 1.04
C 1.07 0.77 1.80
C 1.61 -0.62 1.36
O 0.85 -1.57 1.36
N 2.86 -0.64 0.86
C 3.77 0.45 0.87
C 4.16 1.05 2.06
C 5.05 2.12 2.03
C 5.56 2.57 0.82
C 5.20 1.94 -0.36
C 4.31 0.88 -0.34
S 3.86 0.03 -1.83
C 3.79 -1.61 -1.15
C 4.20 -2.69 -1.90
C 4.14 -3.96 -1.35
C 3.68 -4.14 -0.06
C 3.27 -3.06 0.70
C 3.31 -1.79 0.14
C -0.20 1.47 -0.19
N -1.45 1.34 -0.65
C -1.58 1.78 -2.02
C -0.26 2.55 -2.26
C 0.72 2.06 -1.18
C -4.06 -0.86 0.73
C -5.37 -1.26 0.62
H -9.16 -1.97 0.02
H -8.02 -1.97 1.38
H -7.62 -2.84 -0.12
H -6.57 1.34 -1.17
H -4.24 2.07 -0.96
H -1.57 0.01 2.30
H 1.77 1.58 1.61
H 0.82 0.73 2.87
H 3.77 0.69 2.99
H 5.35 2.59 2.95
H 6.25 3.39 0.80
H 5.61 2.27 -1.31
H 4.57 -2.54 -2.90
H 4.46 -4.81 -1.94
H 3.64 -5.13 0.37
H 2.90 -3.19 1.70
H -1.68 0.91 -2.67
H -2.45 2.42 -2.16
H -0.43 3.62 -2.14
H 0.12 2.38 -3.26
H 1.40 1.29 -1.57
H 1.34 2.86 -0.77
H -3.35 -1.49 1.26
H -5.68 -2.19 1.07
*
```

Values from the calculation:
Frontier orbital gap in eV: 8.775
F_max in eV Å⁻¹: 0.944
Total energy in Ha: -1756.0453

Atom charges from the Mulliken analysis, given in e for atoms 1 to 4: C -0.846; O -0.447; C 0.855; C -0.635



[6]
This record from OMol25 describes the molecule C27H24N6O3 at a distorted geometry. The level of theory is ωB97M-V/def2-TZVPD.

Structure (ORCA input):
```
! wB97M-V def2-TZVPD RIJCOSX def2/J DEFGRID3
* xyz 0 1
C 1.23 -2.21 -4.25
C 1.26 -0.86 -3.60
C 1.72 0.25 -4.30
C 1.78 1.49 -3.69
C 1.39 1.65 -2.37
C 0.95 0.54 -1.67
N 0.56 0.67 -0.30
C 1.41 0.90 0.72
O 1.03 1.08 1.86
C 2.91 0.95 0.39
N 3.35 -0.09 -0.48
N 4.07 0.17 -1.59
N 4.33 -0.90 -2.21
C 3.78 -1.96 -1.54
C 3.76 -3.33 -1.80
C 3.08 -4.12 -0.91
C 2.43 -3.59 0.22
C 2.45 -2.25 0.51
C 3.13 -1.43 -0.39
C -0.86 0.50 -0.01
C -1.01 -0.34 1.29
O -0.62 -1.49 1.31
N -1.66 0.27 2.30
C -1.86 -0.38 3.57
C -3.24 -0.09 4.08
C -4.35 0.38 3.45
C -5.36 0.48 4.44
C -4.77 0.07 5.60
O -3.49 -0.27 5.39
C -1.62 1.79 0.01
C -2.99 1.77 -0.24
C -3.70 2.96 -0.19
N -3.14 4.13 0.08
C -1.84 4.15 0.32
C -1.04 3.02 0.30
C 0.87 -0.70 -2.28
H 2.25 -2.53 -4.47
H 0.77 -2.95 -3.61
H 0.69 -2.17 -5.20
H 2.04 0.14 -5.32
H 2.13 2.35 -4.25
H 1.44 2.61 -1.89
H 3.16 1.90 -0.10
H 3.44 0.90 1.35
H 4.26 -3.73 -2.66
H 3.03 -5.19 -1.07
H 1.90 -4.26 0.88
H 1.93 -1.84 1.36
H -1.27 -0.14 -0.81
H -1.78 1.27 2.27
H -1.12 -0.05 4.30
H -1.72 -1.45 3.41
H -4.45 0.62 2.41
H -6.37 0.80 4.31
H -5.15 -0.03 6.60
H -3.49 0.85 -0.48
H -4.76 2.99 -0.39
H -1.42 5.12 0.54
H 0.02 3.10 0.52
H 0.52 -1.55 -1.71
*
```

Values from the calculation:
Relative energy (zero: lowest compared OMol25 entry of this formula, charge and spin) in kJ/mol: 0.0
Frontier orbital gap in eV: 9.219
F_max in eV Å⁻¹: 1.326
Total energy in Ha: -1597.5511

Atom charges from the Mulliken analysis, given in e for atoms 1 to 4: C -1.884; C 0.568; C -0.561; C -1.046



[7]
This record from OMol25 describes a cluster of 5 separate species, C27H25Br2F7N5O3PSSi in total. The level of theory is ωB97M-V/def2-TZVPD.

Structure (ORCA input):
```
! wB97M-V def2-TZVPD RIJCOSX def2/J DEFGRID3
* xyz 0 1
C -3.71 -2.63 3.14
C -2.91 -2.90 1.90
Br -3.08 -4.65 1.26
C -2.14 -1.99 1.30
Br -1.14 -2.41 -0.25
Si -1.95 -0.24 1.86
N -3.50 0.47 2.06
C -3.75 1.66 2.01
S -4.07 3.17 1.93
C -1.13 -0.04 3.63
F -1.90 -0.54 4.63
F -1.09 1.32 3.81
C 0.32 -0.51 3.84
F 0.79 0.01 4.98
F 1.05 -0.02 2.81
C 0.58 -2.04 3.88
F 0.46 -2.55 2.66
F -0.27 -2.66 4.69
F 1.82 -2.26 4.31
P -0.82 1.09 0.39
O -1.77 1.38 -0.68
O -0.32 2.40 1.15
O 0.54 0.42 -0.13
H -4.19 -1.65 3.09
H -4.47 -3.39 3.28
H -3.07 -2.67 4.02
H 0.61 2.37 1.39
H 0.75 -0.43 0.27
C 4.61 2.79 -1.95
C 4.48 3.50 -3.13
C 3.22 3.59 -3.71
N 2.13 3.02 -3.20
C 2.27 2.34 -2.07
C 3.48 2.19 -1.41
H 5.58 2.69 -1.47
H 5.33 3.98 -3.59
H 3.08 4.14 -4.64
H 1.38 1.88 -1.66
H 3.54 1.62 -0.49
C -3.29 -7.71 -3.75
C -4.01 -8.38 -2.77
C -4.22 -7.75 -1.56
N -3.76 -6.53 -1.27
C -3.07 -5.90 -2.21
C -2.81 -6.44 -3.46
H -3.10 -8.16 -4.71
H -4.40 -9.37 -2.95
H -4.78 -8.25 -0.77
H -2.72 -4.90 -1.95
H -2.24 -5.87 -4.19
C 4.91 0.95 -7.85
C 4.78 1.81 -6.77
C 5.55 2.95 -6.74
N 6.42 3.29 -7.68
C 6.54 2.46 -8.72
C 5.82 1.29 -8.85
H 4.33 0.05 -7.92
H 4.08 1.59 -5.97
H 5.46 3.65 -5.91
H 7.26 2.75 -9.48
H 5.96 0.66 -9.72
C -1.72 3.07 6.49
C -1.92 4.09 5.58
C -2.41 5.31 6.04
N -2.69 5.54 7.32
C -2.50 4.55 8.19
C -2.02 3.30 7.82
H -1.34 2.11 6.17
H -1.71 3.96 4.53
H -2.57 6.13 5.36
H -2.74 4.77 9.22
H -1.88 2.53 8.57
*
```

Values from the calculation:
Relative energy (zero: lowest compared OMol25 entry of this formula, charge and spin) in kJ/mol: 0.0
Frontier orbital gap in eV: 9.578
F_max in eV Å⁻¹: 0.809
Total energy in Ha: -8419.6059

Atom charges from the Mulliken analysis, given in e for atoms 1 to 4: C -1.280; C 0.659; Br -0.149; C 0.136